Entry from OMol25: one molecule with the formula C33H30BFO4 at a distorted geometry (ωB97M-V with the def2-TZVPD basis set).

Geometry as XYZ:
```
69
Properties=species:S:1:pos:R:3
C -2.13 7.06 0.13
C -2.06 5.88 0.96
C -2.44 5.64 2.25
C -2.06 4.29 2.53
C -1.47 3.78 1.40
B -1.38 1.15 1.31
C -2.26 1.11 2.60
C -1.91 1.18 3.94
C -2.98 0.60 4.68
C -3.95 0.25 3.77
C -5.18 -0.51 3.90
O -3.53 0.58 2.50
C -2.41 1.02 0.13
C -2.97 1.93 -0.73
C -3.82 1.21 -1.64
C -3.73 -0.11 -1.29
C -4.28 -1.35 -1.81
O -2.89 -0.22 -0.22
C -0.56 2.59 1.23
C 0.35 2.74 0.06
C 1.59 3.15 0.50
C 1.53 3.24 1.90
C 2.51 3.68 2.87
O 0.37 2.75 2.36
O -1.48 4.76 0.44
H -2.72 7.82 0.66
H -1.14 7.49 -0.07
H -2.62 6.86 -0.84
H -2.92 6.35 2.92
H -2.19 3.78 3.48
H -0.99 1.57 4.35
H -3.03 0.44 5.76
H -5.06 -1.27 4.69
H -5.99 0.16 4.22
H -5.46 -1.02 2.97
H -2.80 3.00 -0.75
H -4.40 1.62 -2.45
H -4.98 -1.10 -2.61
H -3.51 -2.00 -2.22
H -4.82 -1.90 -1.03
H 0.04 2.60 -0.98
H 2.48 3.37 -0.08
H 3.46 3.82 2.36
H 2.20 4.64 3.32
H 2.62 2.93 3.67
F 3.79 0.46 4.04
C 3.17 0.28 2.82
C 3.96 0.07 1.70
C 3.31 -0.17 0.49
C 1.92 -0.20 0.43
C 1.14 0.05 1.57
C -0.37 -0.11 1.39
C -0.92 -1.34 2.18
C -1.96 -2.09 1.62
C -2.76 -2.91 2.40
C -2.39 -3.17 3.73
C -1.21 -2.60 4.23
C -0.46 -1.71 3.44
C 1.77 0.32 2.78
H 5.04 0.10 1.78
H 3.88 -0.35 -0.42
H 1.41 -0.38 -0.52
H -0.48 -0.39 0.34
H -2.17 -2.00 0.56
H -3.66 -3.35 1.97
H -3.01 -3.81 4.35
H -0.87 -2.83 5.24
H 0.47 -1.32 3.85
H 1.22 0.53 3.69
```

## Properties
max |F|	3.21	eV Å⁻¹
HOMO level	-0.253	Eh
gap between HOMO and LUMO	5.43	eV
energy	-1701.067256	hartree
energy above the lowest of the compared OMol25 structures with the same formula, charge and spin	0.0	kcal per mole

Here are the natural (NBO) charges for atoms 1 to 4, given in e: number 1, C, carries -0.655; number 2, C, carries 0.285; number 3, C, carries -0.307; number 4, C, carries -0.258


Entry from OMol25: a 5-piece molecular cluster, C41H69IN4O10 overall at a distorted geometry (ωB97M-V with the def2-TZVPD basis set).

Geometry as XYZ:
```
125
Properties=species:S:1:pos:R:3
C 0.84 2.17 -3.16
C 0.93 1.54 -2.00
C 0.83 0.57 -0.76
C 2.00 1.08 0.29
C 2.16 0.12 1.59
C 1.65 0.95 2.91
C 3.70 -0.38 1.83
O -0.33 0.36 -0.01
C -1.59 0.91 -0.27
C -2.23 0.73 -1.76
O -2.27 2.02 -2.49
C -3.44 2.09 -3.34
O -3.62 0.97 -4.24
C -2.47 0.76 -5.10
C -1.95 2.06 -5.90
O -1.34 1.56 -7.15
C -1.92 2.40 0.28
C -0.83 3.54 0.03
O -0.16 3.97 1.05
O -0.57 4.23 -1.22
C -0.98 5.63 -1.14
C -2.27 6.15 -2.00
O -0.37 6.52 -0.46
C -2.59 -0.06 0.64
C -4.06 0.54 0.87
C -4.28 1.05 2.42
I -5.45 -1.19 0.66
C 1.40 -0.91 -1.25
C 0.70 -1.46 -2.59
O 2.85 -0.98 -1.31
C 3.38 -0.79 -2.65
C 4.96 -0.39 -2.46
O 5.32 0.79 -3.25
C 5.18 2.00 -2.50
C 6.47 2.81 -1.89
O 4.04 2.57 -2.28
H 0.82 2.92 -4.05
H 1.58 2.10 0.70
H 2.98 1.36 -0.24
H 1.52 -0.83 1.56
H 1.45 0.25 3.80
H 2.32 1.85 3.16
H 0.60 1.38 2.62
H 4.29 0.41 2.44
H 4.24 -0.55 0.82
H 3.64 -1.36 2.45
H -3.32 0.34 -1.76
H -1.63 0.02 -2.44
H -4.37 2.10 -2.64
H -3.46 3.13 -3.87
H -2.81 -0.01 -5.92
H -1.55 0.28 -4.59
H -1.09 2.52 -5.29
H -2.78 2.80 -6.20
H -2.03 1.49 -7.85
H -2.03 2.30 1.44
H -2.93 2.82 -0.14
H -2.14 7.29 -2.16
H -3.26 5.94 -1.43
H -2.25 5.66 -3.04
H -2.00 -0.31 1.59
H -2.67 -1.04 0.00
H -4.43 1.29 0.09
H -4.25 2.19 2.52
H -3.34 0.64 2.99
H -5.19 0.55 2.92
H 1.08 -1.63 -0.39
H -0.39 -1.75 -2.30
H 0.75 -0.76 -3.50
H 1.19 -2.47 -2.91
H 2.92 0.07 -3.25
H 3.36 -1.74 -3.31
H 5.65 -1.30 -2.64
H 5.10 -0.11 -1.33
H 7.32 2.82 -2.69
H 6.15 3.92 -1.77
H 6.79 2.32 -0.90
C -8.24 -4.53 0.21
C -8.27 -4.94 -1.26
C -7.66 -6.33 -1.50
C -6.22 -6.34 -1.07
N -5.07 -6.34 -0.73
H -7.21 -4.45 0.58
H -8.71 -3.55 0.33
H -8.78 -5.25 0.83
H -7.73 -4.20 -1.85
H -9.30 -4.94 -1.61
H -7.72 -6.58 -2.56
H -8.21 -7.09 -0.94
C 3.35 5.42 4.59
C 4.29 5.40 5.79
C 5.17 4.14 5.84
C 4.30 2.91 5.94
N 3.60 1.94 6.02
H 2.64 4.59 4.62
H 2.77 6.34 4.58
H 3.91 5.36 3.65
H 3.70 5.47 6.71
H 4.94 6.28 5.75
H 5.83 4.18 6.71
H 5.79 4.07 4.94
C -3.29 -6.75 -6.08
C -3.16 -6.75 -4.56
C -4.17 -7.67 -3.88
C -5.57 -7.22 -4.20
N -6.69 -6.85 -4.46
H -4.26 -6.38 -6.41
H -2.53 -6.11 -6.53
H -3.16 -7.76 -6.49
H -3.28 -5.73 -4.20
H -2.15 -7.08 -4.29
H -4.03 -7.65 -2.79
H -4.05 -8.71 -4.21
C 7.34 -1.84 8.41
C 6.21 -0.92 8.86
C 5.83 0.12 7.80
C 7.02 1.00 7.51
N 7.96 1.70 7.27
H 8.27 -1.28 8.23
H 7.56 -2.58 9.18
H 7.08 -2.37 7.49
H 6.51 -0.42 9.79
H 5.33 -1.53 9.09
H 5.01 0.74 8.17
H 5.51 -0.36 6.88
```

## Properties
max |F|	6.97	eV Å⁻¹
HOMO level	-0.332	Eh
gap between HOMO and LUMO	9.29	eV
energy	-2872.255800	hartree
SMILES	C#C[C@@](CC(C)C)(O[C@](COCOCCO)(CC(=O)OC(C)=O)C[C@H](C)I)[C@@H](C)OCCOC(C)=O.CCCC#N.CCCC#N.CCCC#N.CCCC#N

Here are the Löwdin charges for atoms 1 to 4, given in e: number 1, C, carries 0.130; number 2, C, carries -0.001; number 3, C, carries -0.352; number 4, C, carries -0.067


Entry from OMol25: C30H48BrMnN3P2 as an isolated structure at a distorted geometry (ωB97M-V with the def2-TZVPD basis set).

Geometry as XYZ:
```
85
Properties=species:S:1:pos:R:3
N -5.76 4.32 -4.42
C -5.64 4.82 -3.18
C -4.87 4.19 -2.20
C -4.20 2.97 -2.50
C -4.31 2.50 -3.84
C -5.12 3.20 -4.75
C -3.38 2.36 -1.45
Mn -0.38 0.42 0.23
P 4.13 -0.70 0.33
C -2.53 1.27 -1.49
C -1.14 1.64 -1.31
C -0.05 1.23 -2.15
C 0.99 2.16 -2.37
C 1.18 3.21 -1.45
C 0.50 3.14 -0.20
C -0.76 2.51 -0.19
Br 2.12 4.69 -1.79
H -3.34 3.04 -0.59
H -2.84 0.28 -1.84
H -4.78 4.66 -1.22
H -3.75 1.62 -4.15
H -6.19 5.76 -2.96
H -5.23 2.83 -5.77
H -0.28 0.40 -2.79
H -1.60 2.91 0.39
H 1.60 2.11 -3.27
H 0.86 3.73 0.65
P -0.85 -2.06 -0.07
C 4.26 1.07 0.50
C 5.70 1.43 0.10
H 4.03 1.35 1.54
H 3.47 1.50 -0.13
H 5.93 2.47 0.31
H 6.40 0.80 0.64
H 5.87 1.26 -0.97
C 3.95 -1.27 -1.36
C 5.20 -2.10 -1.70
H 3.85 -0.38 -2.01
H 3.02 -1.84 -1.47
H 5.23 -2.36 -2.76
H 6.10 -1.54 -1.45
H 5.22 -3.03 -1.12
C 3.50 -1.59 1.72
C 4.72 -1.98 2.61
H 2.92 -2.46 1.38
H 2.80 -0.91 2.23
H 4.47 -2.78 3.31
H 5.55 -2.32 1.97
H 5.08 -1.11 3.19
C -0.62 -3.28 1.31
C -1.49 -4.54 1.32
H -0.76 -2.71 2.24
H 0.44 -3.57 1.28
H -2.49 -4.34 1.71
H -1.59 -5.00 0.33
H -1.01 -5.29 1.98
C 0.71 -2.33 -1.03
C 0.59 -2.34 -2.54
H 1.15 -3.26 -0.64
H 1.38 -1.51 -0.71
H -0.20 -3.03 -2.86
H 0.37 -1.34 -2.93
H 1.54 -2.68 -2.97
C -2.22 -2.70 -1.10
C -3.60 -2.48 -0.52
H -2.03 -3.77 -1.28
H -2.13 -2.21 -2.08
H -4.34 -2.38 -1.32
H -3.92 -3.32 0.11
H -3.66 -1.57 0.08
C 0.65 1.15 5.43
C -0.30 0.88 4.35
C -1.68 0.70 4.35
C -2.08 0.50 3.02
N -0.98 0.57 2.22
N 0.08 0.80 3.07
C -3.44 0.17 2.55
H 0.52 2.18 5.79
H 0.48 0.48 6.28
H 1.68 1.04 5.09
H -2.33 0.70 5.22
H 1.04 0.84 2.74
H -3.59 -0.93 2.49
H -4.18 0.54 3.28
H -3.68 0.60 1.56
```

## Properties
max |F|	2.58	eV Å⁻¹
HOMO level (alpha / beta)	-0.417 / -0.413	Eh
multiplicity	6
total charge	+2
gap between HOMO and LUMO (alpha / beta)	4.73 / 4.22	eV
energy	-5743.208082	hartree
energy above the lowest of the compared OMol25 structures with the same formula, charge and spin	87.0	kcal per mole

Here are the Löwdin charges for atoms 1 to 4, given in e: number 1, N, carries 0.082; number 2, C, carries -0.105; number 3, C, carries -0.002; number 4, C, carries -0.194


Entry from OMol25: a 12-piece molecular cluster, H24O12 overall (ωB97M-V with the def2-TZVPD basis set).

Geometry as XYZ:
```
36
Properties=species:S:1:pos:R:3
O 4.06 1.20 2.27
H 3.15 1.04 2.02
H 4.03 1.31 3.22
O -0.75 1.12 -3.80
H -0.28 1.01 -4.63
H -0.20 1.71 -3.29
O -4.24 5.15 -0.51
H -4.49 6.02 -0.22
H -3.35 5.25 -0.85
O 4.30 0.11 -3.07
H 3.74 -0.50 -3.55
H 3.72 0.51 -2.42
O 0.45 -2.23 6.54
H 0.14 -2.97 6.02
H -0.29 -2.00 7.10
O 3.97 -3.62 2.26
H 4.26 -3.97 3.10
H 4.18 -2.69 2.31
O -2.59 -4.66 -0.42
H -3.24 -4.26 -1.00
H -3.11 -5.18 0.20
O 1.43 4.52 -1.38
H 1.22 5.40 -1.70
H 2.35 4.57 -1.12
O -2.81 1.97 4.54
H -3.72 2.08 4.29
H -2.37 1.70 3.73
O -4.59 2.35 -5.85
H -4.03 2.11 -5.12
H -4.03 2.89 -6.41
O 1.78 -6.44 -1.22
H 2.35 -5.79 -0.81
H 0.90 -6.09 -1.10
O -0.52 -0.30 0.57
H -0.64 -1.25 0.61
H -0.77 -0.06 -0.32
```

## Properties
max |F|	0.33	eV Å⁻¹
HOMO level	-0.415	Eh
gap between HOMO and LUMO	11.19	eV
energy	-917.216596	hartree
energy above the lowest of the compared OMol25 structures with the same formula, charge and spin	68.2	kcal per mole
SMILES	O.O.O.O.O.O.O.O.O.O.O.O

Here are the natural (NBO) charges for atoms 1 to 4, given in e: number 1, O, carries -0.941; number 2, H, carries 0.471; number 3, H, carries 0.469; number 4, O, carries -0.943


> Look up the max |F| of the fourth one.

0.33 eV Å⁻¹


> Among the records above, which one has the highest energy?

H24O12


Please write out number 3 again, unchanged.
Entry from OMol25: C30H48BrMnN3P2 as an isolated structure at a distorted geometry (ωB97M-V with the def2-TZVPD basis set).

Geometry as XYZ:
```
85
Properties=species:S:1:pos:R:3
N -5.76 4.32 -4.42
C -5.64 4.82 -3.18
C -4.87 4.19 -2.20
C -4.20 2.97 -2.50
C -4.31 2.50 -3.84
C -5.12 3.20 -4.75
C -3.38 2.36 -1.45
Mn -0.38 0.42 0.23
P 4.13 -0.70 0.33
C -2.53 1.27 -1.49
C -1.14 1.64 -1.31
C -0.05 1.23 -2.15
C 0.99 2.16 -2.37
C 1.18 3.21 -1.45
C 0.50 3.14 -0.20
C -0.76 2.51 -0.19
Br 2.12 4.69 -1.79
H -3.34 3.04 -0.59
H -2.84 0.28 -1.84
H -4.78 4.66 -1.22
H -3.75 1.62 -4.15
H -6.19 5.76 -2.96
H -5.23 2.83 -5.77
H -0.28 0.40 -2.79
H -1.60 2.91 0.39
H 1.60 2.11 -3.27
H 0.86 3.73 0.65
P -0.85 -2.06 -0.07
C 4.26 1.07 0.50
C 5.70 1.43 0.10
H 4.03 1.35 1.54
H 3.47 1.50 -0.13
H 5.93 2.47 0.31
H 6.40 0.80 0.64
H 5.87 1.26 -0.97
C 3.95 -1.27 -1.36
C 5.20 -2.10 -1.70
H 3.85 -0.38 -2.01
H 3.02 -1.84 -1.47
H 5.23 -2.36 -2.76
H 6.10 -1.54 -1.45
H 5.22 -3.03 -1.12
C 3.50 -1.59 1.72
C 4.72 -1.98 2.61
H 2.92 -2.46 1.38
H 2.80 -0.91 2.23
H 4.47 -2.78 3.31
H 5.55 -2.32 1.97
H 5.08 -1.11 3.19
C -0.62 -3.28 1.31
C -1.49 -4.54 1.32
H -0.76 -2.71 2.24
H 0.44 -3.57 1.28
H -2.49 -4.34 1.71
H -1.59 -5.00 0.33
H -1.01 -5.29 1.98
C 0.71 -2.33 -1.03
C 0.59 -2.34 -2.54
H 1.15 -3.26 -0.64
H 1.38 -1.51 -0.71
H -0.20 -3.03 -2.86
H 0.37 -1.34 -2.93
H 1.54 -2.68 -2.97
C -2.22 -2.70 -1.10
C -3.60 -2.48 -0.52
H -2.03 -3.77 -1.28
H -2.13 -2.21 -2.08
H -4.34 -2.38 -1.32
H -3.92 -3.32 0.11
H -3.66 -1.57 0.08
C 0.65 1.15 5.43
C -0.30 0.88 4.35
C -1.68 0.70 4.35
C -2.08 0.50 3.02
N -0.98 0.57 2.22
N 0.08 0.80 3.07
C -3.44 0.17 2.55
H 0.52 2.18 5.79
H 0.48 0.48 6.28
H 1.68 1.04 5.09
H -2.33 0.70 5.22
H 1.04 0.84 2.74
H -3.59 -0.93 2.49
H -4.18 0.54 3.28
H -3.68 0.60 1.56
```

## Properties
max |F|	2.58	eV Å⁻¹
HOMO level (alpha / beta)	-0.417 / -0.413	Eh
multiplicity	6
total charge	+2
gap between HOMO and LUMO (alpha / beta)	4.73 / 4.22	eV
energy	-5743.208082	hartree
energy above the lowest of the compared OMol25 structures with the same formula, charge and spin	87.0	kcal per mole

Here are the Löwdin charges for atoms 1 to 4, given in e: number 1, N, carries 0.082; number 2, C, carries -0.105; number 3, C, carries -0.002; number 4, C, carries -0.194